# C84H182N8O14

11 unconnected molecules or ions with the total composition C84H182N8O14 in a non-equilibrium geometry (ωB97M-V with the def2-TZVPD basis set, the OMol25 dataset).

Last column: Löwdin charge in e.
Atoms and positions in Å:
C1 1.36 -4.79 5.32  -0.034
C2 2.54 -4.33 4.39  -0.458
C3 3.38 -3.46 5.34  -0.151
C4 4.78 -3.07 4.82  -0.160
C5 5.48 -4.38 4.54  -0.173
C6 4.81 -5.36 3.59  -0.450
N1 3.37 -5.55 4.07  -0.104
O1 2.70 -6.46 3.30  -0.016
C7 5.11 -4.88 2.19  -0.032
C8 5.55 -6.73 3.91  -0.031
C9 1.95 -3.54 3.18  -0.008
H1 1.70 -5.33 6.20  0.085
H2 0.71 -5.45 4.75  0.069
H3 0.68 -3.96 5.54  0.057
H4 2.86 -2.52 5.54  0.115
H5 3.49 -3.91 6.33  0.117
H6 5.21 -2.45 5.60  0.118
H7 4.60 -2.44 3.95  0.087
H8 5.85 -4.89 5.43  0.120
H9 6.43 -4.16 4.05  0.105
H10 6.13 -4.59 1.93  0.080
H11 4.76 -5.63 1.49  0.068
H12 4.56 -3.96 1.96  0.059
H13 5.28 -7.58 3.28  0.075
H14 6.62 -6.59 4.06  0.081
H15 5.30 -7.08 4.91  0.076
H16 2.86 -3.21 2.67  0.054
H17 1.43 -2.62 3.46  0.075
H18 1.37 -4.18 2.52  0.060
H19 2.44 -7.12 3.95  0.107
C10 -0.37 0.05 -9.02  -0.020
C11 -1.20 1.33 -8.57  -0.439
C12 -1.93 0.90 -7.24  -0.149
C13 -1.03 0.92 -6.05  -0.197
C14 -0.46 2.34 -5.92  -0.114
C15 0.42 2.87 -7.14  -0.398
N2 -0.35 2.55 -8.37  -0.157
O2 0.30 2.87 -9.51  -0.002
C16 0.58 4.44 -7.02  -0.034
C17 1.89 2.26 -7.06  -0.020
C18 -2.27 1.69 -9.61  -0.040
H20 -0.87 -0.92 -9.02  0.065
H21 0.51 -0.06 -8.38  0.062
H22 0.15 0.09 -9.98  0.072
H23 -2.75 1.60 -7.12  0.118
H24 -2.28 -0.14 -7.21  0.114
H25 -0.28 0.13 -6.15  0.092
H26 -1.55 0.72 -5.11  0.104
H27 0.12 2.24 -5.00  0.083
H28 -1.24 3.08 -5.73  0.109
H29 -0.34 5.02 -6.97  0.074
H30 1.13 4.77 -6.13  0.062
H31 1.17 4.84 -7.84  0.073
H32 2.44 2.42 -7.98  0.075
H33 2.51 2.85 -6.38  0.060
H34 1.93 1.23 -6.70  0.068
H35 -1.91 1.60 -10.63  0.080
H36 -2.66 2.70 -9.44  0.085
H37 -3.10 1.00 -9.44  0.082
H38 -0.35 3.51 -9.84  0.106
C19 -8.88 3.39 -0.73  -0.019
C20 -8.32 4.73 -0.16  -0.472
C21 -8.94 5.18 1.20  -0.144
C22 -8.41 4.44 2.40  -0.184
C23 -6.84 4.39 2.46  -0.097
C24 -6.15 3.96 1.10  -0.465
N3 -6.87 4.61 -0.06  -0.106
O3 -6.20 4.41 -1.29  -0.022
C25 -4.72 4.48 1.15  -0.039
C26 -6.17 2.41 0.98  -0.023
C27 -8.70 5.93 -1.09  -0.036
H39 -8.36 3.06 -1.63  0.077
H40 -9.91 3.61 -0.98  0.078
H41 -8.90 2.57 -0.01  0.069
H42 -8.86 6.26 1.33  0.111
H43 -10.01 4.96 1.21  0.122
H44 -8.88 3.46 2.42  0.101
H45 -8.75 4.79 3.37  0.107
H46 -6.54 3.64 3.20  0.106
H47 -6.44 5.36 2.73  0.113
H48 -4.33 4.44 2.16  0.086
H49 -4.09 3.88 0.49  0.041
H50 -4.63 5.46 0.68  0.092
H51 -5.89 2.13 -0.04  0.074
H52 -5.47 1.91 1.65  0.066
H53 -7.17 2.04 1.18  0.069
H54 -8.68 6.91 -0.61  0.073
H55 -9.75 5.94 -1.36  0.078
H56 -8.13 5.92 -2.02  0.077
H57 -6.29 3.50 -1.57  0.073
C28 -2.73 0.64 4.38  -0.040
C29 -3.84 -0.19 5.01  -0.503
C30 -4.14 -1.39 4.13  -0.133
C31 -3.16 -2.60 4.20  -0.133
C32 -2.76 -2.94 5.72  -0.094
C33 -2.32 -1.67 6.55  -0.466
N4 -3.35 -0.63 6.37  -0.122
O4 -3.32 0.38 7.33  -0.012
C34 -2.36 -2.13 8.04  -0.038
C35 -0.85 -1.27 6.16  -0.030
C36 -5.06 0.67 5.05  -0.047
H58 -1.95 0.08 3.87  0.052
H59 -2.17 1.25 5.09  0.093
H60 -3.09 1.29 3.58  0.070
H61 -5.19 -1.69 4.24  0.117
H62 -4.13 -1.02 3.11  0.104
H63 -2.26 -2.32 3.66  0.084
H64 -3.54 -3.53 3.79  0.086
H65 -1.91 -3.62 5.70  0.098
H66 -3.58 -3.43 6.24  0.107
H67 -1.65 -2.94 8.21  0.083
H68 -2.08 -1.27 8.65  0.074
H69 -3.37 -2.41 8.32  0.083
H70 -0.58 -1.01 5.14  0.060
H71 -0.54 -0.40 6.73  0.079
H72 -0.12 -1.99 6.53  0.060
H73 -4.94 1.67 5.46  0.092
H74 -5.84 0.14 5.60  0.092
H75 -5.42 0.76 4.03  0.078
H76 -4.23 0.39 7.62  0.103
C37 -1.79 -6.97 -0.89  -0.050
C38 -2.47 -6.04 0.11  -0.465
C39 -1.29 -5.34 0.76  -0.150
C40 -1.65 -4.08 1.57  -0.172
C41 -2.55 -3.16 0.70  -0.116
C42 -3.78 -3.85 0.04  -0.465
N5 -3.42 -5.14 -0.63  -0.120
O5 -4.44 -5.71 -1.38  0.001
C43 -4.88 -3.99 1.08  -0.032
C44 -4.22 -2.85 -1.07  -0.032
C45 -3.31 -6.97 1.05  -0.027
H77 -1.12 -6.46 -1.58  0.084
H78 -2.58 -7.44 -1.49  0.077
H79 -1.29 -7.80 -0.40  0.087
H80 -0.78 -5.91 1.54  0.129
H81 -0.59 -4.93 0.03  0.101
H82 -0.75 -3.56 1.87  0.089
H83 -2.21 -4.52 2.40  0.093
H84 -1.96 -2.69 -0.09  0.091
H85 -2.86 -2.29 1.28  0.095
H86 -4.63 -4.72 1.85  0.056
H87 -5.16 -3.03 1.50  0.080
H88 -5.80 -4.44 0.69  0.084
H89 -3.38 -2.75 -1.75  0.076
H90 -5.05 -3.18 -1.69  0.077
H91 -4.42 -1.84 -0.72  0.077
H92 -3.93 -6.64 1.88  0.065
H93 -2.73 -7.82 1.43  0.077
H94 -4.03 -7.44 0.38  0.076
H95 -4.19 -5.36 -2.24  0.106
C46 0.16 6.15 1.30  -0.042
C47 0.69 5.71 2.63  -0.491
C48 0.85 4.17 2.55  -0.152
C49 1.62 3.49 3.66  -0.158
C50 3.04 4.14 3.73  -0.109
C51 2.99 5.68 3.95  -0.500
N6 2.06 6.25 2.96  -0.077
O6 2.07 7.68 2.82  -0.022
C52 2.57 6.10 5.38  -0.038
C53 4.35 6.29 3.76  -0.064
C54 -0.35 6.07 3.67  -0.032
H96 -0.84 5.79 1.06  0.091
H97 0.77 5.88 0.43  0.074
H98 0.20 7.24 1.26  0.081
H99 -0.13 3.72 2.67  0.106
H100 1.22 3.79 1.59  0.104
H101 1.75 2.44 3.42  0.096
H102 1.15 3.56 4.65  0.107
H103 3.50 4.02 2.75  0.093
H104 3.70 3.65 4.45  0.118
H105 2.46 7.17 5.59  0.088
H106 1.78 5.48 5.79  0.065
H107 3.35 5.93 6.12  0.074
H108 4.79 6.14 2.78  0.080
H109 4.51 7.36 3.94  0.086
H110 5.12 5.78 4.33  0.085
H111 -1.33 5.66 3.45  0.083
H112 -0.49 7.15 3.58  0.085
H113 -0.09 5.94 4.72  0.073
H114 2.37 7.87 1.92  0.096
C55 6.24 2.81 2.10  -0.047
C56 6.03 1.32 2.12  -0.510
C57 5.16 0.99 0.85  -0.088
C58 5.29 -0.40 0.12  -0.173
C59 6.76 -0.59 0.01  -0.171
C60 7.60 -0.54 1.29  -0.493
N7 7.31 0.73 1.98  -0.105
O7 8.09 0.86 3.15  -0.001
C61 7.31 -1.84 2.07  -0.026
C62 9.03 -0.59 0.83  -0.049
C63 5.28 0.91 3.43  -0.007
H115 6.71 3.04 1.15  0.087
H116 6.76 3.20 2.97  0.090
H117 5.33 3.40 1.99  0.062
H118 4.11 0.96 1.17  0.096
H119 5.40 1.72 0.08  0.111
H120 4.74 -0.43 -0.82  0.102
H121 4.84 -1.17 0.75  0.093
H122 7.11 0.20 -0.65  0.125
H123 6.86 -1.55 -0.50  0.124
H124 7.82 -2.75 1.73  0.080
H125 7.66 -1.72 3.09  0.088
H126 6.27 -2.15 1.99  0.051
H127 9.69 -0.56 1.69  0.082
H128 9.17 -1.54 0.31  0.090
H129 9.41 0.21 0.20  0.088
H130 5.27 -0.17 3.47  0.055
H131 4.20 1.02 3.44  0.067
H132 5.75 1.25 4.36  0.082
H133 8.78 1.49 2.92  0.105
C64 -2.69 1.35 0.14  -0.025
C65 -1.19 1.16 -0.07  -0.441
C66 -0.52 0.60 1.23  -0.105
C67 0.87 0.00 0.99  -0.162
C68 0.93 -0.93 -0.24  -0.128
C69 0.29 -0.38 -1.48  -0.473
N8 -1.01 0.22 -1.20  -0.141
O8 -1.73 0.46 -2.32  0.011
C70 1.21 0.63 -2.23  -0.009
C71 0.18 -1.62 -2.38  -0.031
C72 -0.61 2.52 -0.50  -0.024
H134 -3.11 2.12 -0.51  0.067
H135 -3.04 1.51 1.16  0.065
H136 -3.14 0.39 -0.11  0.078
H137 -0.52 1.39 1.98  0.105
H138 -1.13 -0.19 1.66  0.099
H139 1.13 -0.57 1.88  0.099
H140 1.57 0.81 0.82  0.092
H141 0.47 -1.87 0.06  0.109
H142 2.01 -1.06 -0.25  0.116
H143 2.14 0.17 -2.57  0.083
H144 0.78 1.10 -3.12  0.065
H145 1.60 1.45 -1.62  0.069
H146 1.08 -2.19 -2.60  0.078
H147 -0.48 -2.43 -2.08  0.080
H148 -0.25 -1.31 -3.33  0.064
H149 -0.69 2.71 -1.57  0.073
H150 0.41 2.74 -0.16  0.066
H151 -1.10 3.34 0.03  0.077
H152 -1.16 1.13 -2.72  0.063
C73 0.12 -3.05 -5.72  -0.104
O9 0.15 -4.13 -6.64  -0.154
C74 -1.05 -4.10 -7.41  -0.199
C75 -1.05 -5.14 -8.56  -0.189
O10 0.10 -4.92 -9.36  -0.178
C76 0.34 -5.91 -10.29  -0.138
H153 0.23 -2.13 -6.29  0.071
H154 0.87 -3.19 -4.94  0.079
H155 -0.85 -2.85 -5.25  0.079
H156 -1.20 -3.13 -7.90  0.102
H157 -1.96 -4.19 -6.82  0.120
H158 -1.92 -4.95 -9.19  0.121
H159 -1.16 -6.16 -8.17  0.122
H160 0.27 -6.91 -9.86  0.082
H161 1.37 -5.76 -10.62  0.097
H162 -0.45 -5.93 -11.03  0.086
C77 5.06 -1.71 -4.08  -0.093
O11 4.88 -2.49 -2.90  -0.227
C78 4.17 -3.70 -3.01  -0.175
C79 3.93 -4.36 -1.63  -0.194
O12 2.73 -5.06 -1.66  -0.191
C80 2.26 -5.57 -0.43  -0.086
H163 5.76 -0.96 -3.71  0.088
H164 4.20 -1.20 -4.50  0.079
H165 5.45 -2.40 -4.83  0.087
H166 4.75 -4.33 -3.68  0.123
H167 3.23 -3.44 -3.51  0.111
H168 3.99 -3.54 -0.91  0.118
H169 4.66 -5.13 -1.39  0.124
H170 1.49 -6.31 -0.64  0.084
H171 1.84 -4.79 0.21  0.075
H172 3.10 -6.11 0.00  0.077
C81 -2.80 4.79 -2.45  -0.068
O13 -1.41 5.05 -2.11  -0.225
C82 -0.64 5.64 -3.18  -0.157
C83 0.87 5.25 -2.93  -0.220
O14 1.14 3.96 -3.36  -0.171
C84 2.56 3.83 -3.24  -0.122
H173 -2.81 4.08 -3.27  0.087
H174 -3.29 5.72 -2.74  0.086
H175 -3.40 4.51 -1.58  0.058
H176 -0.84 6.71 -3.22  0.119
H177 -0.96 5.28 -4.16  0.105
H178 1.02 5.18 -1.85  0.108
H179 1.42 6.13 -3.26  0.124
H180 3.15 4.61 -3.72  0.086
H181 3.06 2.95 -3.66  0.082
H182 2.96 3.79 -2.23  0.086

Results
**Molar mass**: 1528.42 g/mol
**Kohn-Sham gap**: 8.40 eV
**SMILES**: CC1(C)CCCC(C)(C)N1O.CC1(C)CCCC(C)(C)N1O.CC1(C)CCCC(C)(C)N1O.CC1(C)CCCC(C)(C)N1O.CC1(C)CCCC(C)(C)N1O.CC1(C)CCCC(C)(C)N1O.CC1(C)CCCC(C)(C)N1O.CC1(C)CCCC(C)(C)N1O.COCCOC.COCCOC.COCCOC
**E_HOMO**: -8.0 eV
**LUMO level**: 0.43 eV